This record from OMol25 describes a single C5H6OS molecule. The level of theory is ωB97M-V/def2-TZVPD.

CARTESIAN COORDINATES (ANGSTROEM)
1 O -2.579 0.007 -0.040
2 C -0.438 0.547 1.069
3 H -0.743 0.769 2.081
4 C -1.392 0.194 -0.026
5 H 0.699 -1.612 -1.155
6 C -0.388 0.402 -1.093
7 C 0.735 -0.492 0.818
8 H 1.669 -0.087 1.176
9 H 1.694 -0.164 -1.220
10 H -0.657 0.562 -2.100
11 C 0.782 -0.553 -0.754
12 S 0.078 1.890 -0.065
13 H 0.539 -1.463 1.309

Force components x, y, z for each atom (eV/Å):
0.286 -0.070 -0.060
1.616 -1.029 0.107
-0.081 0.017 0.034
-1.644 -0.204 0.420
-0.393 1.211 0.493
1.535 -0.264 0.146
-0.479 0.136 -0.004
0.190 0.030 0.378
-0.066 0.012 0.487
-0.381 0.124 -1.034
-0.386 -0.976 -0.320
-0.246 0.593 -0.270
0.047 0.421 -0.376

Output
- E (hartree) = -667.50865
- relative energy (zero: lowest compared OMol25 entry of this formula, charge and spin) (eV) = 0.802
- HOMO energy (eV) = -9.26
- LUMO level (eV) = 0.78
- gap between HOMO and LUMO (eV) = 10.04
- F_max (Eh/bohr) = 0.0373